The following is a DFT calculation (the ωB97M-V functional and the def2-TZVPD basis) of a single C3H8N2S molecule.

Results
* SMILES string: C/C(CS)=N/N
* LUMO energy: 0.9 eV
* Kohn-Sham gap: 9.667 eV

Structure (ORCA input):
```
! RIJCOSX wB97M-V def2-TZVPD def2/J DEFGRID3
* xyz 0 1
C 1.84119 -1.30896 -0.18222
C 0.96464 -0.18945 0.03540
C -0.35298 -0.65254 0.69889
H 1.16866 -2.18919 -0.74726
H 2.12532 -1.71935 0.79537
H 2.58555 -1.20080 -1.02956
H -0.25461 -1.76074 0.88143
H -0.55638 -0.34525 1.71389
H -1.72108 0.69744 -1.08541
H 0.51790 2.94095 -0.01321
H 0.33561 1.64992 1.21141
N 1.28673 1.02310 -0.31773
N 0.16952 1.91892 0.12809
S -1.81949 -0.36010 -0.23197
*
```

=====

The following is a DFT calculation (the ωB97M-V functional and the def2-TZVPD basis) of a single C3H8N2S2 molecule.

Results
* SMILES string: NCCN(S)C=S
* LUMO energy: 0.6 eV
* Kohn-Sham gap: 9.135 eV

Structure (ORCA input):
```
! RIJCOSX wB97M-V def2-TZVPD def2/J DEFGRID3
* xyz 0 1
C -1.40730 -0.64969 -0.28489
C -0.36874 -0.36548 0.82624
C 1.93361 -0.55919 0.03924
H -1.10140 0.89820 -1.63114
H -2.19730 1.22392 -0.47406
H -2.26746 -1.12251 0.19274
H -0.97985 -1.38510 -0.98401
H -0.79393 0.31149 1.56553
H -0.13051 -1.32384 1.35341
H 2.22865 2.03605 0.30600
H 1.75323 -1.60030 0.25521
N -1.85067 0.49083 -1.06741
N 0.87347 0.20264 0.31757
S 0.89343 1.92031 0.09162
S 3.41476 -0.07733 -0.50605
*
```

=====

The following is a DFT calculation (the ωB97M-V functional and the def2-TZVPD basis) of a gas-phase ion, C3H8N3 (charge +1).

Results
* SMILES string: NC1=N[NH2+]CC1
* LUMO energy: -3.4 eV
* Kohn-Sham gap: 10.951 eV

Structure (ORCA input):
```
! RIJCOSX wB97M-V def2-TZVPD def2/J DEFGRID3
* xyz 1 1
C -0.91217 0.15341 0.00755
C 0.04111 -1.01892 0.15525
C 1.39953 -0.34496 -0.20059
N -0.33921 1.29256 0.01778
N -2.21977 -0.00212 -0.14573
N 1.07315 1.13971 0.07109
H 0.11035 -1.33286 1.11760
H -0.28737 -1.87647 -0.58013
H 2.19631 -0.79237 0.20899
H 1.56817 -0.53011 -1.23944
H -2.64670 -0.76012 0.42739
H -2.89866 0.68924 -0.35636
H 1.50231 1.45348 1.06064
H 1.41296 1.92953 -0.54402
*
```

=====

The following is a DFT calculation (the ωB97M-V functional and the def2-TZVPD basis) of a gas-phase ion, C3H8N3 (charge +1).

Results
* SMILES string: NC(=[NH2+])N1CC1
* LUMO energy: -3.2 eV
* Kohn-Sham gap: 11.888 eV

Structure (ORCA input):
```
! RIJCOSX wB97M-V def2-TZVPD def2/J DEFGRID3
* xyz 1 1
C 0.80085 0.15614 0.11128
C -1.55099 -0.90974 -0.00590
C -1.71287 0.56992 0.00133
N -0.45937 -0.04695 0.29766
N 1.38347 1.33550 0.05785
N 1.80876 -1.08600 0.09923
H -1.94662 -1.47729 0.82836
H -1.52311 -1.44247 -0.95089
H -1.79326 1.10625 -0.93762
H -2.22434 1.03873 0.83331
H 0.85441 2.18826 0.16617
H 2.38870 1.39219 0.10085
H 1.33749 -1.93618 -0.15972
H 2.63689 -0.88836 -0.44191
*
```

=====

The following is a DFT calculation (the ωB97M-V functional and the def2-TZVPD basis) of a gas-phase ion, C3H8N3 (charge +1).

Results
* SMILES string: C=[NH+]CN1CN1
* LUMO energy: -4.8 eV
* Kohn-Sham gap: 10.138 eV

Structure (ORCA input):
```
! RIJCOSX wB97M-V def2-TZVPD def2/J DEFGRID3
* xyz 1 1
C 1.50520 0.83215 1.45739
C -0.40608 0.84599 0.14718
C -1.20780 -1.25639 -0.63954
N 0.87805 0.37834 0.47452
N -1.00179 0.10047 -0.97963
N 0.00362 -0.87917 -1.40980
H 0.91661 1.45469 2.10547
H 2.56598 0.48612 1.79851
H -1.01853 1.06651 1.00979
H -0.37659 1.93065 -0.37265
H -1.89413 -1.79358 -1.18331
H -1.06137 -1.66187 0.33472
H 1.01149 -0.40120 -0.31768
H 0.08532 -1.10271 -2.42497
*
```

=====

The following is a DFT calculation (the ωB97M-V functional and the def2-TZVPD basis) of a molecular structure, C3H8N3.

Results
* LUMO energy: -3.5 eV
* Kohn-Sham gap: 9.850 eV

Structure (ORCA input):
```
! RIJCOSX wB97M-V def2-TZVPD def2/J DEFGRID3
* xyz 1 1
C 0.39357 0.54371 0.82981
C 1.03797 -0.61957 0.06216
C -0.59670 0.63263 -0.29973
N -2.33771 0.10347 1.40978
N -2.22428 -0.09409 0.24253
N 0.10673 -0.38825 -1.09174
H -0.07335 0.28159 1.78160
H 1.02251 1.41734 0.97670
H 2.08380 -0.48924 -0.20330
H 0.89182 -1.60004 0.50858
H -0.89204 1.55270 -0.78309
H -3.20738 -0.20930 1.84356
H 0.56431 -0.02948 -1.93552
H -0.48350 -1.18025 -1.37466
*
```

=====

The following is a DFT calculation (the ωB97M-V functional and the def2-TZVPD basis) of a molecular structure, C3H8N3O.

Results
* LUMO energy: -4.8 eV
* Kohn-Sham gap: 9.281 eV

Structure (ORCA input):
```
! RIJCOSX wB97M-V def2-TZVPD def2/J DEFGRID3
* xyz 1 1
C -2.65752 -0.62593 0.29262
C -2.80417 -0.74796 -0.88003
C 0.42288 0.58812 0.58200
N -0.02789 -0.74588 0.85994
N 1.71705 0.67931 -0.13618
N 0.49634 -1.74340 0.28489
O 1.36732 -1.66772 -0.58490
H -2.74767 -0.11516 1.18118
H -3.07667 -1.03218 -1.81187
H 0.58806 1.33973 1.47321
H -0.32184 0.95800 -0.04446
H 2.59556 0.90269 0.35305
H 1.68753 1.41222 -1.03202
H 0.07614 -2.70313 0.40246
H 1.68052 -0.47953 -0.56420
*
```

=====

The following is a DFT calculation (the ωB97M-V functional and the def2-TZVPD basis) of a gas-phase ion, C3H8N3O (charge +1).

Results
* LUMO energy: -4.4 eV
* Kohn-Sham gap: 7.532 eV

Structure (ORCA input):
```
! RIJCOSX wB97M-V def2-TZVPD def2/J DEFGRID3
* xyz 1 1
C 1.43953 0.57843 -0.16341
C 0.15629 1.23856 0.29238
C 0.82160 -1.42986 -1.34630
N 1.51608 -0.55198 -0.72846
N -1.01790 0.57952 -0.04612
N -1.94176 0.42304 1.03541
O 0.99413 -2.71477 -1.20444
H 2.34627 1.16721 -0.09302
H 0.24904 1.54517 1.34881
H 0.26450 2.15390 -0.32247
H 0.11259 -1.16881 -2.12833
H -2.64215 1.19012 1.03284
H -1.50393 0.40169 1.98044
H -2.45447 -0.45843 0.87776
H 1.66017 -2.95379 -0.53507
*
```

=====

The following is a DFT calculation (the ωB97M-V functional and the def2-TZVPD basis) of a gas-phase ion, C3H8N3O (charge +1).

Results
* SMILES string: C=N[C@H](O)/[NH+]=C/N
* LUMO energy: -4.1 eV
* Kohn-Sham gap: 8.853 eV

Structure (ORCA input):
```
! RIJCOSX wB97M-V def2-TZVPD def2/J DEFGRID3
* xyz 1 1
C 0.23071 0.27908 2.50157
C 0.05437 -0.86975 -1.47810
C 0.36620 0.98907 0.00541
N 0.27352 -0.20416 1.39014
N -0.65126 -1.91526 -1.89104
N -0.41862 0.24180 -0.89618
O -0.11070 2.15110 0.43104
H 0.02143 -0.34233 3.37933
H 0.17337 1.31310 2.67595
H 1.16684 -0.92645 -1.53718
H 1.45359 0.97973 -0.43892
H -0.08757 -2.75795 -2.06945
H -1.60204 -2.09675 -2.01128
H -1.41014 0.19883 -0.62877
H 0.54031 2.95996 0.56748
*
```

=====

The following is a DFT calculation (the ωB97M-V functional and the def2-TZVPD basis) of 2 unconnected molecules or ions with the total composition C3H8N3O.

Results
* LUMO energy (alpha / beta): -3.9 / -7.4 eV
* Kohn-Sham gap (alpha / beta): 6.396 / 7.470 eV

Structure (ORCA input):
```
! RIJCOSX wB97M-V def2-TZVPD def2/J DEFGRID3
* xyz 1 3
C 1.58085 0.63128 -0.02411
C -0.25416 -0.28210 1.07706
C 0.04822 -0.20595 -1.66341
N 0.38404 0.02796 -0.20314
N 1.73313 0.70104 1.28086
N -1.55726 0.13091 1.30792
O 0.61335 0.24920 1.97332
H 2.34571 0.92082 -0.70720
H -0.22435 -1.95815 1.09441
H 0.71026 0.33419 -2.28521
H 0.13978 -1.23579 -1.85028
H -1.07842 0.08289 -1.85674
H 2.40751 1.03091 1.86812
H -2.29168 -0.63739 1.43320
H -1.77207 0.48045 2.23795
*
```

=====

The following is a DFT calculation (the ωB97M-V functional and the def2-TZVPD basis) of a gas-phase ion, C3H8N3S (charge +1).

Results
* SMILES string: [NH3+]N1CC=N[C@H]1S
* LUMO energy: -3.7 eV
* Kohn-Sham gap: 10.352 eV

Structure (ORCA input):
```
! RIJCOSX wB97M-V def2-TZVPD def2/J DEFGRID3
* xyz 1 1
C -0.58437 -1.68660 -0.44061
C -1.36576 -0.50587 0.12412
C 0.89864 -0.34543 0.63450
N 0.63887 -1.64134 -0.25690
N -0.33561 0.47631 0.53355
N -0.31155 1.51393 -0.47936
S 2.36678 0.40075 -0.07032
H -1.07904 -2.36812 -1.02388
H -2.07480 -0.05004 -0.55904
H -1.82162 -0.78026 1.12630
H 1.07630 -0.81710 1.59605
H 0.29264 2.24250 -0.10502
H -1.27007 1.71337 -0.72824
H 0.31772 1.36524 -1.32605
H 3.25187 0.48265 0.97492
*
```

=====

The following is a DFT calculation (the ωB97M-V functional and the def2-TZVPD basis) of a molecular structure, C3H8N3S.

Results
* LUMO energy (alpha / beta): -3.3 / -7.6 eV
* Kohn-Sham gap (alpha / beta): 6.594 / 6.076 eV

Structure (ORCA input):
```
! RIJCOSX wB97M-V def2-TZVPD def2/J DEFGRID3
* xyz 1 3
C 0.76404 -1.09214 -0.16765
C -1.58654 -0.65662 0.27193
C -0.91354 0.68632 0.16444
N -0.40876 -1.56645 -0.27278
N 0.43246 0.49559 0.70731
N 1.36634 1.40723 0.29499
S 2.26050 -1.33849 -0.85584
H -2.21209 -0.91071 1.18484
H -2.34739 -0.73008 -0.56444
H -0.92755 1.01163 -0.88091
H -1.34457 1.40512 0.78422
H -0.67446 -2.45617 -0.72422
H 2.48587 0.00142 -0.59744
H 2.01138 1.66314 1.03490
H 1.09430 2.08021 -0.37934
*
```

=====

The following is a DFT calculation (the ωB97M-V functional and the def2-TZVPD basis) of 2 unconnected molecules or ions with the total composition C3H8N4.

Results
* LUMO energy (alpha / beta): 0.8 / 0.8 eV
* Kohn-Sham gap (alpha / beta): 7.382 / 7.381 eV

Structure (ORCA input):
```
! RIJCOSX wB97M-V def2-TZVPD def2/J DEFGRID3
* xyz 0 1
C 1.63355 -0.86928 -1.53798
C 1.97308 0.29675 -0.92065
C 0.93561 1.58073 0.83260
N 0.49334 -1.28796 -0.96626
N 0.98953 0.54535 0.03007
N 0.08216 -0.42552 0.00359
N -3.31122 -0.49733 1.38010
H 2.12170 -1.40352 -2.32654
H 2.80508 0.94896 -1.06355
H -2.36854 -0.74252 1.08338
H 0.13706 1.65745 1.53749
H 1.72103 2.30496 0.79077
H -0.06624 -2.09885 -1.15455
H -3.88712 -0.44827 0.54645
H -3.25899 0.43906 1.76508
*
```

=====

The following is a DFT calculation (the ωB97M-V functional and the def2-TZVPD basis) of a single C3H8N4 molecule.

Results
* SMILES string: C=CN(C)/N=N\N
* LUMO energy: 1.0 eV
* Kohn-Sham gap: 9.029 eV

Structure (ORCA input):
```
! RIJCOSX wB97M-V def2-TZVPD def2/J DEFGRID3
* xyz 0 1
C 1.44104 -1.08881 -0.67226
N 0.53944 -0.26043 0.10037
N -0.48686 1.96889 1.59309
C -0.81987 -0.35494 -0.12327
C -1.40021 -0.88737 -1.19501
N 1.17787 0.46209 1.04956
N 0.76319 1.43459 1.66407
H -0.99340 1.94337 0.71473
H -0.47650 2.88142 2.03305
H -1.44463 0.02203 0.69522
H 1.39225 -0.81774 -1.73848
H 2.45126 -0.91279 -0.30362
H 1.17899 -2.13822 -0.55001
H -0.85407 -1.30539 -2.00953
H -2.46850 -0.94670 -1.25791
*
```

=====

The following is a DFT calculation (the ωB97M-V functional and the def2-TZVPD basis) of a single C3H8N4 molecule.

Results
* SMILES string: Cc1cn(N)n1N
* LUMO energy: 0.9 eV
* Kohn-Sham gap: 7.381 eV

Structure (ORCA input):
```
! RIJCOSX wB97M-V def2-TZVPD def2/J DEFGRID3
* xyz 0 1
C 2.03402 0.53296 0.02225
C 0.55686 0.47194 -0.13056
N 0.12812 -1.91723 0.19799
N -2.49635 0.43963 0.29626
C -0.41834 1.35836 -0.42508
N -0.27332 -0.65833 -0.09175
N -1.48547 0.44945 -0.62405
H -0.56273 -2.64537 0.06916
H 1.03971 -2.15378 -0.19748
H -2.17932 0.35410 1.26669
H -3.16482 -0.28871 0.06989
H -0.45821 2.41013 -0.64648
H 2.31988 0.80687 1.04010
H 2.46529 1.27050 -0.65516
H 2.49468 -0.43051 -0.19177
*
```

=====

The following is a DFT calculation (the ωB97M-V functional and the def2-TZVPD basis) of a single C3H8N4 molecule.

Results
* LUMO energy: 0.7 eV
* Kohn-Sham gap: 6.708 eV

Structure (ORCA input):
```
! RIJCOSX wB97M-V def2-TZVPD def2/J DEFGRID3
* xyz 0 1
C -0.66511 0.50485 0.08981
C -0.04241 -0.81247 -0.15850
N -1.42935 1.09388 -0.85430
N -0.41475 1.10579 1.25108
N 0.44212 -1.45046 1.04877
C 1.35141 -0.31954 -1.09817
N 1.65237 0.85762 -1.15636
H -0.71217 -1.45836 -0.73369
H -1.77266 2.02700 -0.67899
H -1.33148 0.69305 -1.77666
H 0.33833 0.65703 1.76937
H -0.61266 2.08676 1.37213
H 1.44754 -1.40392 1.16578
H -0.02158 -2.32039 1.27215
H 1.77040 -1.26085 -1.51241
*
```

=====

The following is a DFT calculation (the ωB97M-V functional and the def2-TZVPD basis) of a molecular structure, C3H8N4.

Results
* LUMO energy: 0.6 eV
* Kohn-Sham gap: 9.375 eV

Structure (ORCA input):
```
! RIJCOSX wB97M-V def2-TZVPD def2/J DEFGRID3
* xyz 0 1
C 0.16574 -1.19667 1.13166
C 0.75187 1.73980 0.08002
C -0.77479 -0.78454 -1.25166
H -0.81513 -2.13410 1.05029
H -0.23728 -0.06524 1.91637
H 1.43576 -1.46928 1.38783
H 2.23345 0.40464 -0.63927
H 1.50939 2.59747 -0.06052
H -0.64476 2.57337 0.80423
H -0.54546 -0.36433 -2.18571
H -2.16247 -1.53539 -0.26600
N 0.30258 -0.58507 -0.23482
N 1.16643 0.53394 -0.62656
N -0.57516 1.71280 0.15623
N -1.81018 -1.42739 -1.26209
*
```

=====

The records above give, respectively, maximum force values of 5.055, 1.011, 4.693, 5.739, 5.628, 3.372, 4.739, 1.515, 5.559, 4.446, 3.355, 7.484, 0.940, 1.198, 3.782, 1.715, 6.334 eV Å⁻¹.